{
  "formula": "C65H43ClFN3O8",
  "method": "ωB97M-V/def2-TZVPD",
  "smiles": "[H]/N=C(/C)C[C@](Cl)(C#N)[C@H](C#N)CCF.O=C1c2ccccc2C(=O)c2ccccc21.O=C1c2ccccc2C(=O)c2ccccc21.O=C1c2ccccc2C(=O)c2ccccc21.O=C1c2ccccc2C(=O)c2ccccc21",
  "molar_mass_g_mol": 1048.5,
  "orbital_gap_ev": 8.648,
  "charge": 0,
  "e_tot_ha": -3829.0618,
  "symbols": ["H", "N", "C", "C", "C", "C", "Cl", "C", "N", "C", "C", "N", "C", "C", "F", "H", "H", "H", "H", "H", "H", "H", "H", "H", "H", "O", "C", "C", "C", "C", "C", "C", "C", "C", "O", "C", "C", "C", "C", "C", "C", "H", "H", "H", "H", "H", "H", "H", "H", "O", "C", "C", "C", "C", "C", "C", "C", "C", "O", "C", "C", "C", "C", "C", "C", "H", "H", "H", "H", "H", "H", "H", "H", "O", "C", "C", "C", "C", "C", "C", "C", "C", "O", "C", "C", "C", "C", "C", "C", "H", "H", "H", "H", "H", "H", "H", "H", "O", "C", "C", "C", "C", "C", "C", "C", "C", "O", "C", "C", "C", "C", "C", "C", "H", "H", "H", "H", "H", "H", "H", "H"],
  "xyz": [[3.99510, 2.96677, 8.37505], [4.60560, 2.14267, 8.39546], [4.99751, 1.89253, 7.21879], [5.87182, 0.65166, 7.02060], [4.63550, 2.69211, 5.95945], [5.25014, 4.11589, 5.86636], [4.12713, 5.07585, 4.78515], [6.54489, 4.10928, 5.13734], [7.56917, 4.24310, 4.64913], [5.36449, 4.89994, 7.19958], [4.02794, 5.38102, 7.63902], [3.08060, 5.62690, 8.23059], [6.26337, 6.18773, 7.02372], [7.73747, 5.95797, 7.40230], [8.00428, 6.65951, 8.56800], [5.42381, 0.09005, 6.18664], [5.75296, 0.02763, 7.90896], [6.91291, 0.90610, 6.80408], [5.01069, 2.13343, 5.09202], [3.54763, 2.72462, 5.83447], [5.84479, 4.29676, 7.97452], [6.13731, 6.56797, 6.00608], [5.85390, 6.93155, 7.71580], [8.01644, 4.90110, 7.48160], [8.36264, 6.40371, 6.61766], [1.21445, 3.35913, -3.05497], [1.14244, 3.14339, -1.86104], [0.41569, 1.95379, -1.34631], [-0.16609, 1.06842, -2.24575], [-0.81330, -0.06454, -1.78014], [-0.88062, -0.31986, -0.41460], [-0.31618, 0.56703, 0.48775], [0.32877, 1.70869, 0.02717], [0.91522, 2.66075, 1.00618], [0.79387, 2.47883, 2.20165], [1.66108, 3.83992, 0.48976], [2.24732, 4.72111, 1.38987], [2.97301, 5.80539, 0.92459], [3.11511, 6.01455, -0.44375], [2.52044, 5.14667, -1.34511], [1.78803, 4.05926, -0.88295], [-0.10934, 1.26281, -3.30844], [-1.26275, -0.75502, -2.48262], [-1.37961, -1.21000, -0.05362], [-0.37559, 0.37020, 1.55003], [2.14044, 4.55656, 2.45388], [3.43304, 6.48836, 1.62778], [3.68948, 6.85764, -0.80591], [2.62795, 5.31176, -2.40881], [4.51362, -1.33036, -9.25792], [3.93884, -1.35276, -8.18845], [3.54429, -0.09004, -7.50901], [3.81829, 1.12825, -8.11974], [3.42255, 2.31017, -7.51395], [2.75087, 2.28079, -6.29545], [2.48997, 1.06960, -5.67609], [2.88882, -0.11816, -6.27607], [2.61360, -1.40842, -5.59006], [2.08831, -1.43018, -4.49452], [2.98876, -2.67212, -6.27893], [2.70726, -3.88963, -5.67004], [3.02343, -5.07435, -6.31407], [3.62215, -5.04824, -7.56993], [3.91612, -3.83750, -8.17524], [3.60537, -2.64549, -7.53142], [4.33624, 1.15059, -9.06925], [3.63318, 3.25781, -7.99319], [2.43128, 3.20321, -5.82711], [1.97245, 1.04960, -4.72592], [2.23778, -3.90938, -4.69561], [2.80011, -6.02156, -5.83994], [3.86058, -5.97535, -8.07543], [4.38439, -3.81759, -9.15026], [-8.21226, 1.85797, 2.93872], [-7.14112, 1.35033, 2.67718], [-6.97724, -0.12903, 2.68791], [-8.07100, -0.93637, 2.97808], [-7.93898, -2.31569, 2.95219], [-6.71358, -2.89560, 2.63643], [-5.61642, -2.09403, 2.36492], [-5.74313, -0.71080, 2.39335], [-4.55385, 0.13284, 2.10829], [-3.47095, -0.37450, 1.89465], [-4.72035, 1.60886, 2.07497], [-3.62510, 2.41117, 1.77421], [-3.77349, 3.78670, 1.71107], [-5.01644, 4.36663, 1.94710], [-6.10773, 3.57193, 2.25912], [-5.96390, 2.19136, 2.32896], [-9.02476, -0.48580, 3.21811], [-8.79317, -2.94279, 3.17324], [-6.61510, -3.97395, 2.60455], [-4.66239, -2.54567, 2.12534], [-2.65914, 1.95964, 1.58708], [-2.92054, 4.41017, 1.47441], [-5.13198, 5.44139, 1.88895], [-7.07278, 4.02389, 2.44553], [-3.05310, -6.21195, -4.44159], [-3.66093, -6.25046, -3.39139], [-4.06817, -4.99720, -2.70101], [-3.76624, -3.76934, -3.27935], [-4.17147, -2.59613, -2.66298], [-4.88168, -2.64404, -1.46686], [-5.17111, -3.86496, -0.88062], [-4.76153, -5.04375, -1.49012], [-5.06444, -6.34396, -0.83565], [-5.62030, -6.38038, 0.24434], [-4.67640, -7.59729, -1.53533], [-4.98267, -8.82350, -0.95670], [-4.65402, -9.99858, -1.61200], [-4.01809, -9.95411, -2.84895], [-3.69924, -8.73478, -3.42369], [-4.02227, -7.55239, -2.76834], [-3.21853, -3.73280, -4.21166], [-3.93896, -1.64067, -3.11652], [-5.20721, -1.72697, -0.99118], [-5.71856, -3.90050, 0.05161], [-5.48089, -8.85751, 0.00291], [-4.89634, -10.95262, -1.16152], [-3.76985, -10.87363, -3.36344], [-3.20180, -8.70072, -4.38375]],
  "forces_ev_per_angstrom": [[0.0, -0.1, 0.3], [-0.4, 0.6, -0.3], [0.8, -0.7, -0.1], [-1.2, 0.3, -0.2], [0.4, -0.5, -0.1], [-0.6, -0.2, -0.4], [0.3, -0.1, 0.0], [-0.9, 0.2, 1.0], [0.6, -0.2, -0.4], [0.4, 1.6, -0.8], [1.1, -1.4, 0.4], [-0.7, 0.4, 0.0], [-0.4, -0.7, 0.5], [-0.2, 0.8, -1.2], [0.1, -0.4, 0.2], [0.5, 0.1, 0.0], [0.4, 0.2, 0.0], [-0.1, -0.1, 0.0], [-0.2, 0.2, 0.1], [0.2, 0.3, 0.3], [-0.4, -0.1, 0.0], [0.1, 0.0, 0.2], [0.3, 0.0, -0.2], [-0.1, 0.2, 0.4], [0.0, -0.2, 0.2], [0.1, 0.0, 0.0], [0.0, 0.0, -0.4], [0.0, 0.0, 0.1], [-0.1, -0.1, -0.1], [0.0, 0.0, 0.1], [0.0, 0.0, -0.1], [-0.1, -0.1, 0.0], [0.0, 0.0, -0.1], [-0.1, -0.1, 0.4], [0.0, 0.0, -0.1], [0.0, 0.0, -0.1], [0.1, 0.2, 0.1], [0.0, 0.0, -0.1], [0.0, 0.0, 0.0], [0.1, 0.1, 0.0], [0.0, 0.0, 0.1], [0.1, 0.1, 0.0], [0.0, 0.0, 0.0], [0.0, 0.0, 0.0], [0.0, 0.1, 0.0], [-0.1, -0.1, 0.0], [0.0, 0.0, 0.0], [0.0, 0.0, 0.0], [-0.1, -0.1, 0.0], [0.0, 0.0, 0.1], [0.2, 0.0, -0.3], [-0.1, 0.0, 0.1], [0.0, 0.2, 0.0], [0.0, -0.1, 0.1], [0.0, 0.0, 0.0], [0.0, 0.2, 0.1], [0.0, 0.0, -0.1], [-0.2, 0.0, 0.4], [0.0, 0.0, -0.1], [0.1, 0.0, -0.1], [0.0, -0.2, 0.0], [0.0, 0.0, 0.0], [0.0, 0.0, 0.1], [0.0, -0.2, 0.0], [-0.1, 0.0, 0.1], [0.0, -0.1, 0.0], [0.0, 0.0, 0.0], [0.0, 0.0, 0.0], [0.0, -0.1, 0.0], [0.0, 0.1, 0.0], [0.0, 0.0, 0.0], [0.0, 0.0, 0.0], [0.0, 0.1, 0.0], [0.1, 0.0, 0.0], [-0.3, 0.2, 0.1], [0.1, -0.1, 0.0], [-0.1, -0.2, 0.0], [0.1, 0.0, 0.0], [0.0, 0.0, 0.0], [-0.1, -0.2, 0.0], [-0.1, 0.0, 0.0], [0.3, -0.1, -0.1], [0.0, 0.0, 0.0], [-0.1, 0.1, 0.0], [0.1, 0.1, 0.0], [-0.1, 0.0, 0.0], [0.0, -0.1, 0.0], [0.0, 0.2, 0.0], [0.1, 0.0, 0.0], [0.1, 0.1, 0.0], [0.0, 0.0, 0.0], [0.0, 0.0, 0.0], [0.0, 0.1, 0.0], [-0.1, -0.1, 0.0], [0.0, 0.0, 0.0], [0.0, 0.0, 0.0], [0.0, -0.1, 0.0], [0.0, 0.0, 0.1], [0.2, 0.0, -0.3], [-0.1, 0.0, 0.1], [0.0, 0.2, 0.0], [0.0, -0.1, 0.1], [0.0, 0.0, 0.0], [0.0, 0.2, 0.1], [0.1, 0.0, -0.1], [-0.2, 0.0, 0.4], [0.0, 0.0, -0.1], [0.1, 0.0, -0.1], [0.0, -0.2, 0.0], [0.0, 0.0, 0.0], [0.0, 0.0, 0.1], [0.0, -0.2, 0.0], [-0.1, 0.0, 0.1], [0.0, -0.1, 0.0], [0.0, 0.0, 0.0], [0.0, 0.0, 0.0], [0.0, -0.1, 0.0], [0.0, 0.1, 0.0], [0.0, 0.0, 0.0], [0.0, 0.0, 0.0], [0.0, 0.1, 0.0]]
}